No. 1
ORCA calculation (ωB97M-V/def2-TZVPD) on a cluster of 12 separate species, C39H66N7O5S4 in total.

Output
Total energy ... -3877.61736 a.u.
Frontier orbital gap ... 7.1497 eV
HOMO ... -0.1907 Eh
Relative energy (zero: lowest compared OMol25 entry of this formula, charge and spin) ... 530.34 kJ/mol

```
! RIJCOSX wB97M-V def2-TZVPD def2/J DEFGRID3
* xyz -1 1
C 0.734 0.437 1.301
C 0.471 -0.375 0.081
C -0.925 -0.198 -0.471
O 1.255 -0.185 -1.057
H 1.766 0.631 1.595
H 0.103 0.254 2.170
H 0.419 1.433 0.992
H 0.577 -1.393 0.456
H -1.131 -1.059 -1.108
H -1.140 0.735 -0.991
H -1.702 -0.237 0.293
C 1.094 4.541 0.012
S 0.483 5.507 1.408
O -0.871 4.955 1.760
C 1.492 4.577 2.567
H 2.177 4.636 -0.072
H 0.571 4.922 -0.866
H 0.989 3.460 0.105
H 1.475 5.052 3.548
H 2.501 4.481 2.166
H 0.836 3.719 2.716
C 3.570 0.522 6.631
S 2.582 1.080 5.119
O 1.770 2.269 5.688
C 3.849 1.666 3.820
H 4.136 -0.392 6.445
H 2.854 0.145 7.361
H 4.203 1.331 6.995
H 3.505 1.751 2.789
H 4.757 1.066 3.765
H 4.054 2.719 4.011
C -4.147 2.294 1.785
S -5.741 1.809 0.979
O -6.147 3.011 0.134
C -5.066 0.510 -0.159
H -4.376 2.868 2.683
H -3.502 2.879 1.130
H -3.547 1.471 2.174
H -4.410 -0.052 0.506
H -4.508 0.847 -1.032
H -5.964 -0.006 -0.498
C -1.038 2.826 4.522
S -2.239 3.082 5.903
O -1.483 2.447 7.090
C -1.950 4.900 6.191
H -0.908 1.758 4.344
H -0.069 3.277 4.731
H -1.475 3.165 3.583
H -2.534 4.961 7.109
H -2.142 5.601 5.378
H -0.935 5.021 6.570
N -2.981 -4.066 -0.885
C -3.700 -3.123 -0.202
C -5.063 -3.559 -0.071
C -5.154 -4.832 -0.693
C -3.772 -5.149 -1.095
H -1.971 -4.074 -0.877
H -3.393 -2.111 0.014
H -5.961 -3.107 0.323
H -6.000 -5.503 -0.734
H -3.248 -6.032 -1.430
N 2.734 2.053 -2.274
C 3.865 2.243 -2.982
C 3.617 3.356 -3.850
C 2.261 3.564 -3.731
C 1.668 2.703 -2.852
H 2.597 1.338 -1.574
H 4.778 1.732 -2.714
H 4.293 3.900 -4.492
H 1.814 4.370 -4.294
H 0.653 2.642 -2.490
N 0.313 -3.513 -2.178
C -0.059 -4.377 -3.252
C -0.239 -5.663 -2.794
C -0.003 -5.645 -1.427
C 0.361 -4.294 -1.048
H 0.656 -2.563 -2.172
H 0.012 -4.001 -4.262
H -0.304 -6.593 -3.340
H 0.158 -6.553 -0.866
H 0.711 -3.886 -0.112
N 1.750 0.323 -4.931
C 1.627 0.406 -6.284
C 1.324 -0.831 -6.766
C 1.167 -1.635 -5.708
C 1.334 -0.912 -4.564
H 1.874 1.120 -4.322
H 1.736 1.369 -6.760
H 1.021 -1.038 -7.782
H 0.701 -2.608 -5.766
H 1.262 -1.074 -3.498
N 4.141 -1.450 -0.193
C 5.104 -1.138 -1.179
C 6.200 -0.819 -0.542
C 5.931 -0.847 0.872
C 4.644 -1.200 1.090
H 3.156 -1.405 -0.411
H 4.876 -1.136 -2.235
H 7.148 -0.618 -1.019
H 6.695 -0.666 1.614
H 4.030 -1.156 1.977
N -1.390 1.020 -5.055
C -2.566 1.557 -5.593
C -3.560 1.361 -4.690
C -2.968 0.802 -3.570
C -1.638 0.677 -3.806
H -0.579 0.903 -5.646
H -2.654 1.883 -6.619
H -4.611 1.591 -4.780
H -3.322 0.458 -2.609
H -0.797 0.354 -3.210
N -2.419 -4.539 2.107
C -2.237 -5.348 3.257
C -0.990 -4.994 3.744
C -0.385 -3.941 3.045
C -1.324 -3.631 2.066
H -3.235 -4.607 1.516
H -2.842 -6.173 3.603
H -0.342 -5.504 4.441
H 0.633 -3.587 2.973
H -1.405 -2.947 1.234
*
```

No. 2
ORCA calculation (ωB97M-V/def2-TZVPD) on a structure of composition C39H68BBr2LaN9O3SSi4.

Output
Total energy ... -9006.12100 a.u.
Frontier orbital gap ... 7.2002 eV
HOMO ... -0.3327 Eh
Relative energy (zero: lowest compared OMol25 entry of this formula, charge and spin) ... 92.33 kJ/mol

```
! RIJCOSX wB97M-V def2-TZVPD def2/J DEFGRID3
* xyz 1 1
La 14.786 11.291 13.014
C 14.972 10.954 8.820
C 13.601 11.014 9.360
C 12.457 10.627 8.679
C 11.423 10.820 9.513
C 9.984 10.536 9.189
N 11.950 11.340 10.684
N 13.309 11.412 10.592
B 11.238 11.738 11.976
N 11.779 13.171 12.369
N 13.094 13.366 12.730
C 13.296 14.695 12.682
C 14.696 15.330 12.861
C 12.114 15.391 12.400
C 11.213 14.352 12.121
C 9.841 14.566 11.500
N 11.481 10.578 13.112
N 12.725 9.867 13.123
C 12.486 8.708 13.827
C 13.535 7.699 13.987
C 11.140 8.624 14.169
C 10.574 9.835 13.746
C 9.128 10.262 13.904
H 15.610 11.361 9.620
H 15.116 11.611 7.949
H 15.238 9.954 8.494
H 12.435 10.269 7.619
H 9.417 10.159 10.047
H 9.997 9.848 8.290
H 9.564 11.462 8.886
H 10.036 11.799 11.770
H 15.416 14.532 13.043
H 14.714 16.170 13.532
H 15.048 15.681 11.862
H 11.986 16.387 12.149
H 9.130 13.895 11.975
H 9.841 14.320 10.455
H 9.582 15.584 11.689
H 14.344 7.925 13.329
H 13.171 6.720 13.807
H 13.907 7.742 14.944
H 10.593 7.765 14.647
H 8.683 10.640 13.038
H 9.065 11.141 14.577
H 8.606 9.369 14.191
Br 13.087 7.187 9.999
C 14.245 5.661 10.115
Br 15.884 5.925 9.131
H 13.776 4.749 9.822
H 14.458 5.581 11.195
O 13.051 15.422 15.723
H 13.501 16.116 16.213
H 12.972 15.808 14.829
O 15.221 12.961 15.112
H 15.422 13.885 15.324
H 14.336 12.770 15.524
O 15.663 9.171 11.672
H 16.532 9.333 11.247
H 15.185 8.650 10.973
N 18.143 10.362 16.268
C 17.231 10.884 15.450
N 16.566 9.989 14.749
C 17.126 8.738 15.151
C 16.868 7.502 14.670
C 17.572 6.386 15.335
C 18.557 6.641 16.311
C 18.870 7.932 16.662
C 18.176 9.024 16.074
H 18.792 11.010 16.754
H 17.090 11.901 15.487
H 16.117 7.228 13.972
H 17.450 5.380 14.992
H 19.183 5.852 16.722
H 19.671 8.139 17.365
S 11.304 12.383 17.568
C 11.979 12.182 16.029
N 13.084 11.485 15.896
C 13.403 11.023 17.179
C 14.514 10.248 17.515
C 14.615 9.734 18.810
C 13.830 10.163 19.848
C 12.822 11.037 19.613
C 12.615 11.444 18.269
H 11.494 12.688 15.166
H 15.199 9.948 16.817
H 15.421 9.031 19.050
H 14.072 9.868 20.872
H 12.162 11.321 20.409
C 20.168 12.682 14.064
Si 18.816 13.875 13.270
C 18.039 14.705 14.805
C 19.945 15.329 12.730
Si 17.471 12.760 11.583
Si 19.036 11.185 10.828
C 20.820 11.622 10.293
C 18.360 10.200 9.306
C 19.384 9.799 12.060
Si 17.100 14.328 9.838
C 17.621 16.122 10.134
C 15.353 14.492 9.185
C 18.183 13.708 8.372
H 19.761 11.706 14.458
H 20.626 13.219 14.903
H 21.019 12.457 13.365
H 17.624 13.949 15.492
H 17.300 15.348 14.508
H 18.701 15.423 15.345
H 19.439 16.086 12.113
H 20.755 14.928 12.154
H 20.370 15.823 13.586
H 20.721 11.954 9.263
H 21.416 10.713 10.235
H 21.264 12.545 10.787
H 17.343 9.794 9.439
H 19.075 9.432 9.253
H 18.384 10.689 8.341
H 19.884 8.967 11.581
H 18.410 9.429 12.474
H 20.016 10.131 12.886
H 17.044 16.647 10.914
H 17.470 16.657 9.197
H 18.736 16.117 10.257
H 15.010 15.428 9.543
H 14.735 13.697 9.674
H 15.222 14.443 8.096
H 17.633 13.916 7.403
H 18.447 12.668 8.536
H 19.128 14.249 8.343
*
```

No. 3
ORCA calculation (ωB97M-V/def2-TZVPD) on a cluster of 4 separate species, C39H69Br2F4NO11 in total.

Output
SMILES ... CC[C@H](F)[C@@]1(C[C@H](O)C(F)(F)F)C(=O)NC[C@]1(Cc1ccccc1C)[C@@H](Br)[C@H](C)Br.COCCOCCOC.COCCOCCOC.COCCOCCOC
Total energy ... -7957.01174 a.u.
Frontier orbital gap ... 8.9514 eV
HOMO ... -0.3201 Eh

```
! RIJCOSX wB97M-V def2-TZVPD def2/J DEFGRID3
* xyz 0 1
C 1.510 4.707 2.827
C 0.421 4.606 1.707
C 0.574 3.537 0.572
F -0.459 3.959 -0.341
C 0.560 2.004 0.920
C 2.051 1.699 1.374
C 3.000 1.015 0.304
O 3.626 -0.120 0.923
C 4.229 1.967 -0.021
F 4.991 2.199 1.101
F 3.860 3.144 -0.616
F 5.010 1.304 -0.959
C -0.316 2.037 2.269
O 0.044 2.021 3.419
N -1.715 2.007 1.914
C -1.724 1.364 0.547
C -0.247 0.926 0.077
C -0.204 0.856 -1.503
C -0.928 1.925 -2.364
C -2.368 2.006 -2.627
C -2.991 3.013 -3.485
C -2.164 4.023 -4.174
C -0.727 3.952 -3.943
C -0.106 2.933 -3.074
C 1.455 3.009 -2.962
C -0.220 -0.618 0.466
Br 1.182 -1.698 -0.504
C -0.097 -1.053 1.970
C 0.453 -2.540 2.214
Br -1.845 -1.065 2.955
H 1.881 3.752 3.262
H 2.416 5.222 2.383
H 1.164 5.397 3.646
H -0.612 4.669 2.161
H 0.488 5.592 1.151
H 1.535 3.766 0.028
H 2.623 2.626 1.666
H 2.067 1.064 2.306
H 2.536 0.777 -0.683
H 2.963 -0.632 1.413
H -2.123 2.945 1.937
H -2.205 2.192 -0.049
H -2.478 0.542 0.677
H 0.818 0.732 -1.951
H -0.753 -0.092 -1.792
H -3.049 1.252 -2.149
H -4.095 3.076 -3.651
H -2.579 4.808 -4.840
H -0.069 4.687 -4.475
H 1.772 2.603 -1.971
H 1.857 2.293 -3.741
H 1.866 4.018 -3.203
H -1.187 -1.055 0.089
H 0.586 -0.420 2.605
H 0.131 -2.778 3.271
H -0.051 -3.300 1.570
H 1.568 -2.593 2.225
C -0.511 0.105 6.298
O 0.528 -0.855 6.377
C 1.813 -0.283 6.570
C 2.643 -1.102 7.547
O 2.216 -1.038 8.906
C 0.963 -1.635 9.233
C 0.923 -3.152 9.133
O 0.957 -3.582 7.782
C 1.815 -4.685 7.557
H -0.520 0.567 5.308
H -1.458 -0.411 6.457
H -0.410 0.874 7.072
H 1.737 0.745 6.939
H 2.318 -0.266 5.596
H 3.654 -0.687 7.545
H 2.741 -2.138 7.221
H 0.155 -1.176 8.663
H 0.783 -1.369 10.278
H -0.012 -3.519 9.571
H 1.756 -3.573 9.707
H 2.773 -4.557 8.071
H 2.012 -4.750 6.486
H 1.334 -5.612 7.884
C -9.025 5.279 -8.339
O -7.980 4.328 -8.305
C -6.697 4.903 -8.097
C -5.854 4.053 -7.158
O -6.272 4.059 -5.794
C -7.519 3.439 -5.488
C -7.548 1.927 -5.654
O -7.516 1.558 -7.023
C -6.650 0.472 -7.299
H -9.046 5.783 -9.311
H -9.966 4.748 -8.195
H -8.926 6.017 -7.536
H -6.778 5.915 -7.687
H -6.199 4.962 -9.072
H -4.846 4.476 -7.150
H -5.750 3.031 -7.525
H -8.333 3.916 -6.035
H -7.697 3.658 -4.432
H -8.479 1.534 -5.229
H -6.709 1.488 -5.102
H -5.692 0.585 -6.783
H -6.457 0.456 -8.372
H -7.123 -0.472 -7.011
C 4.440 -8.893 -0.571
O 4.876 -7.662 -0.031
C 6.276 -7.452 -0.158
C 6.590 -6.007 -0.517
O 6.234 -5.621 -1.842
C 4.847 -5.558 -2.163
C 4.073 -4.447 -1.471
O 3.905 -4.721 -0.089
C 4.118 -3.594 0.742
H 4.668 -9.712 0.119
H 3.359 -8.835 -0.707
H 4.893 -9.088 -1.549
H 6.708 -8.111 -0.918
H 6.735 -7.690 0.809
H 7.675 -5.887 -0.465
H 6.173 -5.313 0.213
H 4.371 -6.528 -2.017
H 4.810 -5.363 -3.239
H 3.072 -4.373 -1.914
H 4.589 -3.494 -1.630
H 5.010 -3.037 0.441
H 4.268 -3.948 1.764
H 3.241 -2.939 0.718
*
```